This record from the Open Molecules 2025 dataset describes a cluster of 2 separate species, C3H10N2O in total. The level of theory is ωB97M-V with the def2-TZVPD basis set.

- E_HOMO: -0.3424 Eh
- Lowest unoccupied orbital energy: 0.901 eV
- Spin multiplicity: 1
- Energy: -8300.2073 eV
- Orbital gap: 0.37551 hartree
- Structure (SMILES): C/N=C/N.CO

Cartesian coordinates (Å):
C -1.2697 0.8114 -2.1612
O -0.9131 -0.5251 -1.8626
H -1.1824 1.4656 -1.2911
H -0.7170 1.1648 -3.0262
H -2.3354 0.8203 -2.4008
C 0.5838 -1.9655 1.1071
N 0.6730 -0.6245 0.5556
C 0.6757 0.3353 1.3850
N 0.9757 1.6270 1.0578
H 1.5928 -2.3672 1.2203
H 0.0672 -2.6059 0.3913
H 0.0560 -2.0087 2.0666
H -0.2166 -0.4894 -1.2068
H 0.3716 0.1762 2.4261
H 1.0451 1.8423 0.0800
H 0.5933 2.3435 1.6591

=====

This record from the Open Molecules 2025 dataset describes a cluster of 2 separate species, C3H10N2O in total. The level of theory is ωB97M-V with the def2-TZVPD basis set.

- Total charge: +1
- E_HOMO (alpha / beta): -0.4451 / -0.4451 Eh
- Lowest unoccupied orbital energy (alpha / beta): -4.722 / -8.161 eV
- Spin multiplicity: 2
- Energy: -8291.2131 eV
- Expectation value of S²: 0.764
- Orbital gap (alpha / beta): 0.27157 / 0.14517 hartree

Cartesian coordinates (Å):
C 1.1685 -3.3756 -0.5806
C 0.1380 -2.6599 -1.1555
N 1.9159 -4.2412 -1.2783
H 1.4012 -3.1941 0.4732
H -0.3551 -1.7669 -0.7820
H -0.2966 -2.9484 -2.0982
H -0.7943 4.9043 0.5438
H 2.0932 -4.0773 -2.2672
H 2.7290 -4.6882 -0.8577
N -0.3943 2.4053 1.6634
C -1.2079 2.9623 0.6131
O -1.5324 4.3019 0.6716
H 0.0223 1.5703 1.2730
H -0.9539 2.0399 2.4346
H -2.1721 2.4454 0.4049
H -0.7116 2.7692 -0.3775

=====

This record from the Open Molecules 2025 dataset describes a cluster of 2 separate species, C3H10N2O2 in total. The level of theory is ωB97M-V with the def2-TZVPD basis set.

- E_HOMO: -0.3433 Eh
- Lowest unoccupied orbital energy: 0.799 eV
- Spin multiplicity: 1
- Energy: -10348.4311 eV
- Orbital gap: 0.37263 hartree
- Structure (SMILES): NCCNC=O.O

Cartesian coordinates (Å):
C -0.6170 -1.4989 0.8922
N -0.3603 -0.4964 0.0140
C 0.8407 -0.4664 -0.7890
C 1.3998 0.9287 -0.9931
N 2.7488 0.8072 -1.5658
O -1.3933 -1.4079 1.8204
H -0.0679 -2.4238 0.6413
H -1.0218 0.2596 0.1741
H 1.6062 -1.0452 -0.2929
H 0.7244 -0.9243 -1.7818
H 1.5137 1.4067 -0.0227
H 0.7107 1.4934 -1.6048
H 3.4222 1.1993 -0.9279
H 2.8466 1.2241 -2.4787
H -2.7264 0.6852 1.2301
H -2.5035 2.2020 1.0500
O -2.5588 1.3720 0.5696

=====

This record from the Open Molecules 2025 dataset describes a cluster of 2 separate species, C3H10N2O2 in total. The level of theory is ωB97M-V with the def2-TZVPD basis set.

- E_HOMO: -0.3336 Eh
- Lowest unoccupied orbital energy: 0.656 eV
- Spin multiplicity: 1
- Energy: -10347.0696 eV
- Orbital gap: 0.35769 hartree
- Structure (SMILES): NCCC(N)=O.O

Cartesian coordinates (Å):
C -0.1868 -2.1878 -0.6295
C -0.3984 -0.6850 -0.4196
C -0.5979 -0.2623 1.1184
N -1.8515 -0.4772 1.5864
O 0.3317 0.4950 1.5068
N 1.0840 -2.7128 -1.2339
H -0.9679 -2.3775 -1.2702
H -0.3185 -2.7489 0.3092
H -1.3633 -0.3175 -0.8292
H 0.3266 0.1184 -0.7911
H -2.2305 -0.5287 2.4926
H -2.6947 -0.6189 0.9392
H 1.2937 -3.6311 -0.8223
H 1.8696 -2.1266 -0.9465
H 1.3665 6.6154 -0.3235
H 2.4517 5.5769 -0.7203
O 1.8857 5.8687 0.0333

=====

This record from the Open Molecules 2025 dataset describes a cluster of 2 separate species, C3H10N2O2 in total. The level of theory is ωB97M-V with the def2-TZVPD basis set.

- E_HOMO: -0.3533 Eh
- Lowest unoccupied orbital energy: -0.418 eV
- Spin multiplicity: 1
- Energy: -10344.5821 eV
- Orbital gap: 0.33795 hartree
- Structure (SMILES): CN(C)N=O.CO

Cartesian coordinates (Å):
C -1.6571 -1.8395 0.3602
C -1.0980 -0.3688 -1.4323
N -0.6919 -0.8357 -0.1018
N 0.5788 -1.3212 -0.1137
O 1.1580 -1.0458 0.9294
H -1.7044 -2.7076 -0.3094
H -1.0598 -1.1586 -2.1923
H -2.1128 0.0452 -1.4065
H -1.3944 -2.2077 1.3595
H -2.6629 -1.4110 0.4371
H -0.4539 0.4539 -1.7621
C 2.1204 2.2838 0.8399
O 1.1468 1.8730 -0.0969
H 0.6942 1.0479 0.2572
H 2.5966 3.2023 0.4855
H 2.8912 1.5122 0.9378
H 1.6490 2.4775 1.8083

=====

This record from the Open Molecules 2025 dataset describes an isolated molecule of C3H10N2O2. The level of theory is ωB97M-V with the def2-TZVPD basis set.

- E_HOMO: -0.3112 Eh
- Lowest unoccupied orbital energy: 1.068 eV
- Spin multiplicity: 1
- Energy: -10344.0641 eV
- Orbital gap: 0.35043 hartree
- Structure (SMILES): C[C@H](CNO)ON

Cartesian coordinates (Å):
C 0.5952 -0.3083 -0.2997
C 0.5159 1.1561 0.0261
C 1.9239 -0.9296 0.0980
N -0.7981 1.9908 -0.3294
N -1.7420 -1.3039 -0.0461
O -0.4522 -1.1228 0.4912
O -2.0493 1.3782 0.0582
H -2.1149 0.6372 -0.5844
H -0.8096 2.8217 0.2679
H 0.3851 -0.5081 -1.3554
H -1.7611 -2.3187 -0.1882
H -2.4995 -1.1583 0.6240
H 1.2823 1.7086 -0.5246
H 0.6458 1.3562 1.0934
H 2.6523 -0.9026 -0.7173
H 2.3885 -0.5134 0.9987
H 1.8377 -1.9830 0.3876

=====

This record from the Open Molecules 2025 dataset describes a cluster of 2 separate species, C3H10N2O2 in total. The level of theory is ωB97M-V with the def2-TZVPD basis set.

- E_HOMO: -0.3370 Eh
- Lowest unoccupied orbital energy: 0.862 eV
- Spin multiplicity: 1
- Energy: -10348.6883 eV
- Orbital gap: 0.36871 hartree
- Structure (SMILES): CCNC(N)=O.O

Cartesian coordinates (Å):
C 0.9365 1.2834 -0.3619
N 0.6795 -0.0529 0.1736
C -0.3373 -0.8473 -0.3833
N 0.0503 -1.6596 -1.3947
O -1.4568 -0.8369 0.1069
C -0.2824 2.1954 -0.3706
H 1.7368 1.7158 0.2496
H 1.4761 1.1958 -1.3113
H 0.6013 -0.0520 1.1786
H -0.5789 -1.9068 -2.1190
H 0.9625 -2.0765 -1.4033
H -0.9426 1.9748 -1.2138
H -0.8907 1.9782 0.4973
H 0.0011 3.2274 -0.3890
H -1.0159 -2.1641 1.5611
H -0.6412 -1.7585 2.9782
O -0.2983 -2.2164 2.2015

=====

This record from the Open Molecules 2025 dataset describes a cluster of 2 separate species, C3H10N2O2 in total. The level of theory is ωB97M-V with the def2-TZVPD basis set.

- E_HOMO: -0.3411 Eh
- Lowest unoccupied orbital energy: 0.604 eV
- Spin multiplicity: 1
- Energy: -10347.0600 eV
- Orbital gap: 0.36330 hartree
- Structure (SMILES): NCNCC=O.O

Cartesian coordinates (Å):
O -1.6019 3.0080 0.5780
C -0.6725 2.2487 0.6025
C -0.2914 1.1739 -0.3806
N 0.1000 -0.0949 0.2127
C -0.7425 -1.2688 -0.1582
N -0.2642 -2.5164 0.3328
H 0.0818 2.3816 1.4162
H -1.0630 1.1442 -1.1622
H 0.5204 1.6014 -1.0000
H -0.0816 0.0714 1.1959
H -0.8214 -1.2446 -1.2448
H -1.7372 -1.0525 0.2541
H 0.1848 -3.0826 -0.3543
H 0.4447 -2.4144 1.0499
H 3.5393 -1.4161 -0.7846
H 2.1131 -1.0715 -1.2904
O 2.6496 -1.7652 -0.8842

=====

This record from the Open Molecules 2025 dataset describes a cluster of 2 separate species, C3H10N2O3 in total. The level of theory is ωB97M-V with the def2-TZVPD basis set.

- E_HOMO: -0.3663 Eh
- Lowest unoccupied orbital energy: 0.551 eV
- Spin multiplicity: 1
- Energy: -12395.8558 eV
- Orbital gap: 0.38652 hartree
- Structure (SMILES): NC(=O)CNCO.O

Cartesian coordinates (Å):
O -0.4720 -0.8522 1.1871
C 0.4368 -0.0116 1.1461
N 1.5553 -0.2434 1.8774
C 0.1921 1.3102 0.4566
N -0.5495 1.2151 -0.8318
C 0.2796 0.6799 -1.9107
O 0.7253 -0.6524 -1.7300
H 1.6884 -1.0763 2.4225
H 2.3259 0.3816 1.7138
H 1.1157 1.8872 0.3149
H -0.4517 1.9246 1.0870
H -1.2704 0.5545 -0.5767
H 1.1357 1.3597 -2.0009
H -0.3411 0.5987 -2.8166
H 0.3098 -1.1709 -1.0521
H -2.5567 -2.5066 0.6820
H -1.7230 -1.3688 0.1592
O -2.4002 -2.0292 -0.1278

=====

This record from the Open Molecules 2025 dataset describes a cluster of 2 separate species, C3H10N2O3 in total. The level of theory is ωB97M-V with the def2-TZVPD basis set.

- E_HOMO: -0.3338 Eh
- Lowest unoccupied orbital energy: 0.776 eV
- Spin multiplicity: 1
- Energy: -12395.3823 eV
- Orbital gap: 0.36233 hartree
- Structure (SMILES): NC(=O)CNCO.O

Cartesian coordinates (Å):
O 0.2835 1.5078 0.8176
C 0.6273 0.5242 1.4508
N 1.6077 0.6564 2.3845
C -0.0490 -0.8467 1.4224
N -0.2383 -1.3247 0.0169
C -1.4865 -0.8930 -0.5714
O -1.1924 0.2580 -1.3789
H 2.2295 1.4356 2.3334
H 1.9042 -0.1593 2.8796
H -0.9280 -0.8848 2.1080
H 0.5963 -1.5882 1.9339
H 0.5225 -1.0399 -0.5831
H -2.2910 -0.5209 0.1160
H -1.9030 -1.6966 -1.2246
H -0.7626 -0.0316 -2.1940
H -0.4320 1.5674 -3.2006
H 1.0504 1.6451 -2.7966
O 0.4615 1.3912 -3.5138

=====

Q: Which of these has the highest energy?
A: number 2